[1]
{
  "formula": "C6H12O",
  "method": "ωB97M-V/def2-TZVPD",
  "lumo_energy_ev": 1.08,
  "total_energy_ev": -8459.770,
  "homo_energy_ev": -8.88,
  "orbital_gap_ev": 10.0,
  "elements": ["C", "C", "O", "C", "C", "C", "C", "H", "H", "H", "H", "H", "H", "H", "H", "H", "H", "H", "H"],
  "coordinates": [[2.773, 0.713, 0.184], [2.451, -0.653, 0.272], [0.886, -0.326, -0.801], [-0.470, -0.695, -0.925], [-1.328, -0.415, 0.289], [-2.765, -0.019, 0.079], [-1.766, 0.994, 0.562], [3.574, 1.009, -0.490], [1.546, 0.696, -0.498], [2.650, 1.328, 1.073], [1.978, -1.065, 1.159], [2.903, -1.380, -0.396], [-0.891, -0.157, -1.788], [-0.509, -1.766, -1.171], [-1.125, -1.041, 1.158], [-3.123, 0.068, -0.944], [-3.513, -0.379, 0.780], [-1.438, 1.760, -0.137], [-1.832, 1.328, 1.594]],
  "forces_ev_per_a": [[0.328, -0.127, 0.215], [0.154, 0.156, 0.057], [0.036, 0.207, 0.030], [-0.271, -0.062, -0.143], [0.136, -0.104, 0.030], [-0.171, -0.072, -0.054], [0.077, 0.196, 0.054], [-0.173, -0.040, 0.067], [-0.260, -0.286, -0.093], [-0.017, -0.090, -0.114], [0.028, 0.087, -0.141], [-0.098, 0.115, 0.095], [0.033, -0.064, 0.107], [-0.017, 0.131, 0.030], [-0.015, 0.121, -0.131], [0.105, -0.021, 0.169], [0.162, 0.050, -0.100], [-0.056, -0.128, 0.092], [0.019, -0.069, -0.167]],
  "mulliken_charge": [-0.884, -0.069, -0.450, -0.767, 0.195, -0.634, -0.586, 0.286, 0.379, 0.277, 0.196, 0.184, 0.273, 0.273, 0.351, 0.229, 0.254, 0.225, 0.266]
}

***

[2]
{
  "formula": "C6H12O",
  "method": "ωB97M-V/def2-TZVPD",
  "lumo_energy_ev": 1.07,
  "smiles": "COCC1(C)CC1",
  "total_energy_ev": -8462.182,
  "homo_energy_ev": -9.33,
  "orbital_gap_ev": 10.4,
  "elements": ["C", "O", "C", "C", "C", "C", "C", "H", "H", "H", "H", "H", "H", "H", "H", "H", "H", "H", "H"],
  "coordinates": [[-1.536, 0.874, -1.931], [-0.800, -0.184, -1.387], [-0.993, -0.501, -0.017], [0.373, -0.384, 0.648], [1.130, -1.694, 0.918], [1.127, 0.807, 0.045], [0.746, 0.808, 1.487], [-1.951, 1.556, -1.166], [-2.358, 0.461, -2.528], [-0.877, 1.454, -2.595], [-1.750, 0.155, 0.448], [-1.375, -1.530, 0.014], [0.560, -2.574, 0.593], [1.365, -1.858, 1.979], [2.080, -1.709, 0.375], [0.619, 1.537, -0.592], [2.140, 0.621, -0.295], [-0.042, 1.495, 1.793], [1.543, 0.665, 2.210]],
  "forces_ev_per_a": [[-0.281, 0.143, -0.208], [-0.382, -0.279, -0.171], [-0.013, 0.036, 0.077], [0.222, 0.171, -0.438], [0.083, 0.074, -0.117], [0.255, -0.070, 0.064], [0.039, 0.114, 0.339], [0.166, -0.254, -0.191], [-0.104, 0.282, -0.002], [-0.178, -0.128, 0.162], [0.251, -0.074, -0.190], [0.077, 0.165, 0.239], [0.059, 0.291, -0.045], [-0.160, 0.239, -0.217], [-0.051, -0.043, 0.046], [-0.027, -0.608, 0.195], [0.089, 0.073, 0.389], [0.189, -0.093, -0.023], [-0.234, -0.039, 0.091]],
  "mulliken_charge": [-0.765, -0.329, -0.901, 1.386, -1.480, -0.683, -0.749, 0.335, 0.273, 0.247, 0.347, 0.390, 0.372, 0.344, 0.302, 0.121, 0.258, 0.251, 0.278]
}

***

[3]
{
  "formula": "C6H12O",
  "method": "ωB97M-V/def2-TZVPD",
  "lumo_energy_ev": 0.81,
  "smiles": "C=C(C)C(=C)C.O",
  "total_energy_ev": -8461.678,
  "homo_energy_ev": -9.00,
  "orbital_gap_ev": 9.8,
  "elements": ["C", "C", "C", "C", "C", "C", "H", "H", "H", "H", "H", "H", "H", "H", "H", "H", "O", "H", "H"],
  "coordinates": [[0.370, 0.206, -0.993], [0.423, 1.015, 0.075], [0.267, 2.510, 0.067], [0.567, 0.445, 1.461], [-0.505, -0.094, 2.028], [1.969, 0.364, 2.017], [1.138, -0.568, -0.882], [0.055, 0.482, -1.985], [-0.448, 2.673, -0.741], [1.182, 3.109, 0.086], [-0.142, 2.924, 0.987], [-0.637, -0.214, 3.096], [-1.394, -0.325, 1.455], [2.623, -0.069, 1.263], [2.046, -0.259, 2.915], [2.362, 1.342, 2.309], [-2.597, -3.624, -3.537], [-2.648, -3.198, -4.415], [-1.666, -3.683, -3.315]],
  "forces_ev_per_a": [[1.658, 0.434, 0.636], [-0.060, 0.077, 0.687], [-1.183, 0.061, 0.402], [1.062, -0.862, -0.694], [-0.588, 0.281, 0.180], [-0.190, 0.609, 0.880], [-1.267, -0.986, -0.210], [0.166, 0.390, -0.181], [0.448, 0.929, -0.191], [0.285, -0.519, -1.104], [-0.720, -0.481, 0.170], [0.600, -0.625, 0.093], [-0.124, 0.546, -0.140], [0.042, 0.059, -0.103], [-0.256, 0.017, -0.169], [0.128, 0.066, -0.259], [-0.349, 0.298, -0.674], [0.189, -0.361, 0.762], [0.158, 0.066, -0.084]],
  "mulliken_charge": [-0.818, 0.458, -1.207, 0.395, -0.811, -1.152, 0.261, 0.331, 0.358, 0.276, 0.336, 0.290, 0.323, 0.292, 0.392, 0.278, -0.642, 0.323, 0.319]
}

***

[4]
{
  "formula": "C6H12O",
  "method": "ωB97M-V/def2-TZVPD",
  "lumo_energy_ev": 1.04,
  "smiles": "CC[C@H]1C[C@]1(C)O",
  "total_energy_ev": -8462.801,
  "homo_energy_ev": -9.42,
  "orbital_gap_ev": 10.5,
  "elements": ["C", "C", "C", "C", "C", "C", "O", "H", "H", "H", "H", "H", "H", "H", "H", "H", "H", "H", "H"],
  "coordinates": [[2.263, 0.040, 0.902], [1.388, -0.480, -0.229], [0.302, 0.471, -0.680], [-0.852, 0.029, -1.538], [-1.166, 0.354, -0.126], [-1.878, -0.723, 0.696], [-1.755, 1.583, 0.210], [3.021, -0.694, 1.216], [1.635, 0.286, 1.761], [2.773, 0.949, 0.578], [0.915, -1.395, 0.118], [2.044, -0.751, -1.058], [0.732, 1.426, -1.065], [-0.886, -1.021, -1.804], [-1.242, 0.729, -2.259], [-2.935, -0.757, 0.365], [-1.886, -0.410, 1.743], [-1.456, -1.725, 0.573], [-1.008, 2.085, 0.570]],
  "forces_ev_per_a": [[-0.081, 0.193, 0.036], [-0.035, -0.434, -0.045], [-0.047, -0.342, 0.168], [-0.283, -0.068, -0.309], [0.534, -0.086, -0.050], [0.521, 0.189, -0.005], [0.442, 0.762, -0.253], [-0.284, 0.221, -0.144], [0.123, 0.042, 0.112], [0.087, 0.030, 0.147], [-0.081, -0.305, -0.099], [-0.114, -0.035, -0.219], [-0.787, -0.283, 1.041], [-0.185, 0.018, -0.108], [0.182, 0.005, -0.323], [0.577, 0.116, 0.014], [0.085, -0.311, 0.022], [0.014, 0.166, 0.112], [-0.668, 0.120, -0.097]],
  "mulliken_charge": [-1.223, -0.438, -0.397, -0.912, 0.956, -1.366, -0.605, 0.351, 0.300, 0.320, 0.247, 0.341, 0.460, 0.262, 0.312, 0.327, 0.350, 0.328, 0.388]
}